Here is a 8-piece molecular cluster, C39H61F2N4O21S overall at a distorted geometry from OMol25. Energies are from the ωB97M-V functional and the def2-TZVPD basis.

Geometry as XYZ:
```
128
Properties=species:S:1:pos:R:3
S -2.25 -2.44 -2.22
F -0.25 2.78 -6.14
F 1.76 2.21 -0.59
O 0.06 -4.56 1.89
O -0.73 -6.30 0.73
O -6.34 -3.09 1.64
O 7.20 -6.00 -3.87
O 1.15 -0.96 3.27
O -4.17 -2.56 1.43
O 5.02 -3.01 5.53
O 7.58 -4.06 -4.94
O -4.97 -3.39 3.36
O 1.22 -0.84 1.02
O -4.03 5.11 3.01
O 5.64 -0.31 -0.53
O 0.47 -6.66 2.61
O -4.43 7.23 3.63
O -5.58 6.35 1.94
O 8.95 -5.81 -5.23
O 2.99 -1.56 2.15
O 4.54 -1.51 7.10
O 5.81 -3.29 7.62
O 5.15 -2.12 -1.78
O 7.21 -1.28 -1.81
N -3.46 2.98 -1.67
N -0.56 3.46 -1.59
N -1.26 0.14 -1.98
N -2.15 1.22 -2.32
C -1.26 2.67 -0.58
C -3.81 4.69 0.07
C -4.44 0.42 -0.65
C 5.19 -2.67 6.83
C -3.26 1.18 -0.04
C -1.47 2.07 -3.36
C 4.11 -0.93 5.87
C -5.14 8.32 3.04
C -0.44 -4.02 0.67
C -2.89 0.03 2.22
C 9.12 -7.06 -4.54
C -5.08 -2.98 2.08
C -1.31 1.93 -5.89
C -6.29 -3.59 3.88
C -4.62 6.13 2.87
C 7.72 -7.33 -4.02
C 4.03 -2.14 4.96
C 0.55 4.23 -1.03
C -0.21 2.67 -2.76
C 7.89 -5.18 -4.71
C 5.85 -2.81 -2.84
C -3.56 5.27 -2.40
C 3.28 -1.82 0.77
C -2.53 2.05 -1.09
C -2.38 0.21 0.77
C 7.30 -2.53 -2.50
C 2.29 -0.92 0.06
C 5.98 -1.16 -1.30
C 1.91 3.54 -0.99
C -1.07 1.20 -4.57
C -3.57 4.21 -1.33
C -7.09 -3.84 2.61
C -1.33 -5.13 0.17
C 2.86 4.26 -0.04
C -6.21 7.60 2.25
C 1.73 -1.11 2.25
C -1.70 -1.01 -2.08
C -1.83 0.40 3.29
C -0.02 -5.92 1.83
H 5.56 -2.38 -3.80
H 3.06 -2.64 5.00
H -7.11 -4.89 2.32
H -7.11 7.41 2.83
H -5.21 1.12 -0.98
H -5.54 8.97 3.81
H 4.27 -1.92 3.93
H 7.93 -2.45 -3.38
H -6.60 -2.69 4.41
H -3.12 4.28 0.81
H -2.12 1.28 3.85
H 4.30 -1.58 0.52
H 9.48 -7.83 -5.22
H -4.56 5.39 -2.83
H 2.69 0.08 -0.11
H 1.94 -1.33 -0.88
H -2.24 2.50 -5.86
H 3.70 4.71 -0.56
H -1.34 0.51 0.83
H -3.68 5.77 0.10
H -0.60 1.86 -0.25
H 3.11 -2.88 0.58
H 0.17 3.36 -3.52
H -4.46 8.89 2.41
H 9.85 -6.92 -3.74
H 7.72 -3.27 -1.82
H -2.47 -0.78 0.33
H -1.36 1.20 -6.70
H -0.97 -3.09 0.84
H -3.17 6.20 -2.03
H 0.52 1.88 -2.57
H -0.02 0.93 -4.53
H 7.10 -7.87 -4.73
H -1.42 3.26 0.32
H -3.72 1.87 0.67
H 2.35 5.04 0.53
H -3.74 0.69 2.41
H -1.69 -0.41 4.01
H -2.99 0.82 -2.75
H -3.18 -1.00 2.35
H -0.84 0.60 2.87
H -4.17 -0.18 -1.52
H 0.65 5.17 -1.58
H 0.40 -3.83 0.00
H -8.11 -3.47 2.67
H 4.85 -0.21 5.54
H -6.30 -4.43 4.56
H -2.35 -5.04 0.55
H -4.88 -0.23 0.10
H -1.70 0.30 -4.61
H 3.22 3.53 0.68
H 0.29 4.51 -0.01
H 3.15 -0.44 5.99
H 5.60 -3.87 -2.84
H -2.13 2.83 -3.74
H -1.36 -5.20 -0.91
H -2.94 4.90 -3.21
H -4.85 4.51 0.35
H 2.36 3.60 -1.98
H -6.49 8.12 1.33
H 7.71 -7.85 -3.07
```

Values from the calculation:
Net charge: +1
Total energy: -3919.409258 Ha
Gap between HOMO and LUMO: 7.427 eV
M: 992.0 g/mol

Atomic partial charges in e from the Löwdin method, atoms 1 to 5:
1 S 0.926
2 F -0.035
3 F -0.018
4 O 0.064
5 O 0.065